No. 1
# C3H13NO2

A 3-piece molecular cluster, C3H13NO2 overall at a distorted geometry (the ωB97M-V functional and the def2-TZVPD basis, the Open Molecules 2025 dataset).

- Multiplicity: 2
- LUMO (alpha / beta): 2.910 / 2.870 eV
- Gap between HOMO and LUMO (alpha / beta): 1.593 / 8.283 eV
- Energy relative to the best compared isomer or geometry (same formula, charge and spin): 30.0 kcal per mole
- Total charge: -1

Each atom is followed by the atoms it is bonded to, with distances in Å.
Element x y z (Å)
1 C -2.7591 -2.3492 -0.7946  C2 1.557, H5 1.094, H6 1.085, H7 1.089
2 C -1.5599 -1.3886 -0.5406  C1 1.557, N3 1.444, H8 1.089, H9 1.105
3 N -0.6804 -1.9289 0.4699  C2 1.444, C4 1.455, H10 1.016
4 C 0.6721 -1.4752 0.7564  N3 1.455, H11 1.091, H12 1.083, H13 1.090
5 H -3.6824 -1.8138 -0.5528  C1 1.094
6 H -2.7094 -2.7746 -1.7916  C1 1.085
7 H -2.7012 -3.1751 -0.0874  C1 1.089
8 H -0.9687 -1.2536 -1.4456  C2 1.089
9 H -1.9725 -0.4099 -0.2364  C2 1.105
10 H -1.1684 -2.2966 1.2811  N3 1.016
11 H 0.6677 -0.7321 1.5546  C4 1.091
12 H 1.0848 -1.0196 -0.1354  C4 1.083
13 H 1.2717 -2.3446 1.0247  C4 1.090
14 H 3.9396 -0.2620 4.0291  O16 0.979
15 H 3.2547 1.0546 3.5285  O16 0.985
16 O 3.2185 0.0723 3.4580  H14 0.979, H15 0.985
17 H 1.2609 5.9673 -2.9927  O19 0.963
18 H 0.4547 5.5786 -4.2374  O19 0.972
19 O 0.3659 5.9641 -3.3495  H17 0.963, H18 0.972

=====

No. 2
# C3H13NO2

A 3-piece molecular cluster, C3H13NO2 overall at a distorted geometry (the ωB97M-V functional and the def2-TZVPD basis, the Open Molecules 2025 dataset).

- Structure (SMILES): CN(C)C.O.O
- Multiplicity: 1
- LUMO: 0.631 eV
- Gap between HOMO and LUMO: 8.987 eV
- Energy relative to the best compared isomer or geometry (same formula, charge and spin): 59.5 kcal per mole
- Total charge: 0

Each atom is followed by the atoms it is bonded to, with distances in Å.
Element x y z (Å)
1 C 0.2711 -1.4140 0.1623  N2 1.502, H5 1.117, H6 1.196, H7 1.131
2 N -1.1334 -0.8927 0.0524  C1 1.502, C3 1.510, C4 1.462
3 C -2.0927 -1.8133 -0.6624  N2 1.510, H8 1.133, H9 1.068, H10 1.233
4 C -1.8374 -0.5798 1.2946  N2 1.462, H11 1.122, H12 1.204, H13 1.086
5 H 0.6435 -1.0979 1.1664  C1 1.117
6 H 0.7883 -0.7226 -0.6647  C1 1.196
7 H 0.2674 -2.5117 -0.1098  C1 1.131
8 H -2.0122 -2.9017 -0.3579  C3 1.133
9 H -3.1055 -1.4850 -0.5842  C3 1.068
10 H -1.8387 -1.8023 -1.8690  C3 1.233
11 H -2.2144 -1.3621 2.0046  C4 1.122
12 H -2.7832 0.1017 0.9936  C4 1.204
13 H -1.2020 -0.0480 1.9965  C4 1.086
14 H 0.8228 2.5952 -0.0347  O16 0.953
15 H 0.7774 3.3008 -1.3359  O16 0.906
16 O 0.9209 3.4457 -0.4531  H14 0.953, H15 0.906
17 H 3.6471 1.2352 -0.9382  O19 1.008
18 H 3.5941 0.9893 0.5296  O19 0.993
19 O 3.1420 0.6544 -0.2881  H17 1.008, H18 0.993

=====

No. 3
# C3H13NO2

A 3-piece molecular cluster, C3H13NO2 overall at a distorted geometry (the ωB97M-V functional and the def2-TZVPD basis, the Open Molecules 2025 dataset).

- Structure (SMILES): CN(C)C.O.O
- Multiplicity: 1
- LUMO: 0.578 eV
- Gap between HOMO and LUMO: 8.891 eV
- Energy relative to the best compared isomer or geometry (same formula, charge and spin): 45.8 kcal per mole
- Total charge: 0

Each atom is followed by the atoms it is bonded to, with distances in Å.
Element x y z (Å)
1 C 0.6964 1.6476 0.4685  N2 1.460, H5 1.113, H6 1.160, H7 1.059
2 N 0.5198 0.9405 -0.7965  C1 1.460, C3 1.444, C4 1.488
3 C 1.2025 -0.3320 -0.8237  N2 1.444, H8 1.120, H9 1.056, H10 1.062
4 C 0.7370 1.9070 -1.9066  N2 1.488, H11 1.089, H12 1.024, H13 1.153
5 H 1.0007 0.8422 1.1744  C1 1.113
6 H 1.6023 2.3713 0.5004  C1 1.160
7 H -0.2014 2.1052 0.7927  C1 1.059
8 H 1.0627 -0.7916 -1.8355  C3 1.120
9 H 1.0509 -1.0346 -0.0502  C3 1.056
10 H 2.2517 -0.1651 -0.8162  C3 1.062
11 H 0.7802 1.4654 -2.9008  C4 1.089
12 H -0.0654 2.5347 -2.0146  C4 1.024
13 H 1.7238 2.4885 -1.7747  C4 1.153
14 H -2.2443 -3.2990 0.4266  O16 0.976
15 H -0.7666 -3.1146 -0.2503  O16 0.950
16 O -1.2741 -3.3151 0.5271  H14 0.976, H15 0.950
17 H -2.2832 -0.3578 1.6657  O19 0.969
18 H -0.8982 -0.9394 1.9529  O19 1.030
19 O -1.5343 -0.1880 2.2573  H17 0.969, H18 1.030

=====

No. 4
# C3H13NO2

A 3-piece molecular cluster, C3H13NO2 overall (the ωB97M-V functional and the def2-TZVPD basis, the Open Molecules 2025 dataset).

- Structure (SMILES): CCCN.O.O
- Multiplicity: 1
- LUMO: 0.963 eV
- Gap between HOMO and LUMO: 10.796 eV
- Energy relative to the best compared isomer or geometry (same formula, charge and spin): 1.0 kcal per mole
- Total charge: 0

Each atom is followed by the atoms it is bonded to, with distances in Å.
Element x y z (Å)
1 C 0.5165 -1.1822 -0.1975  C2 1.520, N4 1.478, H5 1.091, H6 1.096
2 C 1.1573 0.1842 -0.0197  C1 1.520, C3 1.518, H7 1.093, H8 1.089
3 C 2.5399 0.0869 0.6002  C2 1.518, H9 1.093, H10 1.091, H11 1.095
4 N -0.8499 -1.0447 -0.7437  C1 1.478, H12 1.011, H13 1.016
5 H 1.1365 -1.8078 -0.8419  C1 1.091
6 H 0.4489 -1.6974 0.7676  C1 1.096
7 H 1.2202 0.6538 -1.0043  C2 1.093
8 H 0.4898 0.7908 0.5912  C2 1.089
9 H 3.2066 -0.5230 -0.0150  C3 1.093
10 H 2.9966 1.0684 0.7330  C3 1.091
11 H 2.5057 -0.3902 1.5848  C3 1.095
12 H -1.1167 -1.8557 -1.2847  N4 1.011
13 H -0.8775 -0.2552 -1.3832  N4 1.016
14 H -2.9035 -0.1783 1.8496  O16 0.965
15 H -1.9345 -0.4145 0.6282  O16 0.989
16 O -2.4783 0.2617 1.1034  H14 0.965, H15 0.989
17 H -2.2850 2.7933 -1.0751  O19 0.968
18 H -2.0328 1.5156 -0.2495  O19 0.972
19 O -1.7398 1.9943 -1.0435  H17 0.968, H18 0.972

=====

No. 5
# C3H13NO2

A 3-piece molecular cluster, C3H13NO2 overall at a distorted geometry (the ωB97M-V functional and the def2-TZVPD basis, the Open Molecules 2025 dataset).

- Structure (SMILES): CN(C)C.O.O
- Multiplicity: 1
- LUMO: 0.656 eV
- Gap between HOMO and LUMO: 9.889 eV
- Energy relative to the best compared isomer or geometry (same formula, charge and spin): 45.9 kcal per mole
- Total charge: 0

Each atom is followed by the atoms it is bonded to, with distances in Å.
Element x y z (Å)
1 C 0.7365 0.9510 1.5773  N2 1.443, H5 1.197, H6 1.113, H7 1.106
2 N 1.0047 0.8529 0.1624  C1 1.443, C3 1.463, C4 1.535
3 C 0.3596 1.9466 -0.5642  N2 1.463, H8 1.129, H9 1.107, H10 1.072
4 C 2.5056 0.7843 -0.1507  N2 1.535, H11 1.176, H12 1.158, H13 1.119
5 H 1.2075 0.0934 2.2669  C1 1.197
6 H -0.3728 0.8711 1.6311  C1 1.113
7 H 1.0136 1.9457 1.9746  C1 1.106
8 H 0.8129 2.0182 -1.5956  C3 1.129
9 H -0.7435 1.8531 -0.5373  C3 1.107
10 H 0.5765 2.9016 -0.1282  C3 1.072
11 H 2.7399 1.0926 -1.2610  C4 1.176
12 H 2.7782 -0.2373 0.3212  C4 1.158
13 H 3.0828 1.6269 0.3068  C4 1.119
14 H -1.9216 -2.5782 -0.5365  O16 1.029
15 H -3.2850 -3.1485 -1.0194  O16 0.923
16 O -2.6043 -3.3397 -0.4265  H14 1.029, H15 0.923
17 H -0.8792 -0.5363 0.2510  O19 0.955
18 H -1.0550 -0.3470 -1.1784  O19 1.003
19 O -1.4704 -0.8624 -0.4243  H17 0.955, H18 1.003

=====

No. 6
# C3H13NO2

A 3-piece molecular cluster, C3H13NO2 overall at a distorted geometry (the ωB97M-V functional and the def2-TZVPD basis, the Open Molecules 2025 dataset).

- Structure (SMILES): CC(C)N.O.O
- Multiplicity: 1
- LUMO: 0.929 eV
- Gap between HOMO and LUMO: 10.502 eV
- Energy relative to the best compared isomer or geometry (same formula, charge and spin): 15.7 kcal per mole
- Total charge: 0

Each atom is followed by the atoms it is bonded to, with distances in Å.
Element x y z (Å)
1 C 1.2800 1.4812 1.2234  C2 1.530, H5 1.072, H6 1.085, H7 1.094
2 C 0.5096 0.9638 0.0073  C1 1.530, C3 1.521, N4 1.480, H8 1.082
3 C 1.2541 1.3641 -1.2570  C2 1.521, H9 1.095, H10 1.085, H11 1.091
4 N 0.3729 -0.5018 0.1575  C2 1.480, H12 1.024, H13 1.022
5 H 0.6330 1.8690 1.9855  C1 1.072
6 H 1.9579 0.7592 1.6672  C1 1.085
7 H 1.7584 2.4452 1.0240  C1 1.094
8 H -0.4815 1.3913 0.0866  C2 1.082
9 H 0.7949 0.9379 -2.1547  C3 1.095
10 H 1.1965 2.4362 -1.4099  C3 1.085
11 H 2.2919 1.0273 -1.2434  C3 1.091
12 H 1.3290 -0.8365 0.0111  N4 1.024
13 H -0.0654 -0.9355 -0.6573  N4 1.022
14 H -1.8129 -1.1191 0.5727  O16 0.955
15 H -1.8535 -1.0002 2.1261  O16 0.960
16 O -2.1452 -1.5204 1.3735  H14 0.955, H15 0.960
17 H -2.3279 -3.3672 -1.8475  O19 0.957
18 H -2.5831 -2.7414 -0.4153  O19 0.964
19 O -2.1086 -2.6530 -1.2499  H17 0.957, H18 0.964

=====

No. 7
# C3H13NO2P3

An isolated ion of composition C3H13NO2P3 and charge +1 at a distorted geometry (the ωB97M-V functional and the def2-TZVPD basis, the Open Molecules 2025 dataset).

- Multiplicity: 1
- LUMO: -3.725 eV
- Gap between HOMO and LUMO: 9.404 eV
- Energy relative to the best compared isomer or geometry (same formula, charge and spin): 12.1 kcal per mole
- Total charge: +1

Each atom is followed by the atoms it is bonded to, with distances in Å.
Element x y z (Å)
1 C -0.6286 -1.9788 -2.0233  C2 1.515, H10 1.075, H11 1.078, H12 1.076
2 C -0.5934 -1.8945 -0.5115  C1 1.515, P3 1.853, H13 1.081, H14 1.076
3 P -1.6329 -0.5206 0.1700  C2 1.853, C4 1.841, P5 2.197
4 C -1.5980 0.9345 -0.9573  P3 1.841, H15 1.074, H16 1.074, H17 1.078
5 P -0.3512 0.1487 1.8246  P3 2.197, P6 2.202, H18 1.399, H19 1.394
6 P 1.4126 1.2642 1.1214  P5 2.202, N7 1.538, O8 1.576, O9 1.561
7 N 1.2205 2.7538 1.4501  P6 1.538, H20 1.012
8 O 2.6774 0.6300 1.8151  P6 1.576, H21 0.981
9 O 1.5987 0.9361 -0.3934  P6 1.561, H22 0.977
10 H -1.5893 -2.3025 -2.3823  C1 1.075
11 H 0.0703 -2.7465 -2.3148  C1 1.078
12 H -0.3067 -1.0748 -2.5103  C1 1.076
13 H 0.4319 -1.8198 -0.1781  C2 1.081
14 H -1.0019 -2.7969 -0.0905  C2 1.076
15 H -2.5992 1.3243 -0.9667  C4 1.074
16 H -1.2846 0.6708 -1.9503  C4 1.074
17 H -0.9625 1.7345 -0.6142  C4 1.078
18 H 0.0878 -1.0165 2.4618  P5 1.399
19 H -1.0545 0.9184 2.7503  P5 1.394
20 H 0.3369 2.9340 1.9099  N7 1.012
21 H 3.2983 1.3776 1.9493  O8 0.981
22 H 2.4684 0.5241 -0.5596  O9 0.977

=====

multiplicity of number 5 (C3H13NO2)? 1

=====

What did the fourth record say?
# C3H13NO2

A 3-piece molecular cluster, C3H13NO2 overall (the ωB97M-V functional and the def2-TZVPD basis, the Open Molecules 2025 dataset).

- Structure (SMILES): CCCN.O.O
- Multiplicity: 1
- LUMO: 0.963 eV
- Gap between HOMO and LUMO: 10.796 eV
- Energy relative to the best compared isomer or geometry (same formula, charge and spin): 1.0 kcal per mole
- Total charge: 0

Each atom is followed by the atoms it is bonded to, with distances in Å.
Element x y z (Å)
1 C 0.5165 -1.1822 -0.1975  C2 1.520, N4 1.478, H5 1.091, H6 1.096
2 C 1.1573 0.1842 -0.0197  C1 1.520, C3 1.518, H7 1.093, H8 1.089
3 C 2.5399 0.0869 0.6002  C2 1.518, H9 1.093, H10 1.091, H11 1.095
4 N -0.8499 -1.0447 -0.7437  C1 1.478, H12 1.011, H13 1.016
5 H 1.1365 -1.8078 -0.8419  C1 1.091
6 H 0.4489 -1.6974 0.7676  C1 1.096
7 H 1.2202 0.6538 -1.0043  C2 1.093
8 H 0.4898 0.7908 0.5912  C2 1.089
9 H 3.2066 -0.5230 -0.0150  C3 1.093
10 H 2.9966 1.0684 0.7330  C3 1.091
11 H 2.5057 -0.3902 1.5848  C3 1.095
12 H -1.1167 -1.8557 -1.2847  N4 1.011
13 H -0.8775 -0.2552 -1.3832  N4 1.016
14 H -2.9035 -0.1783 1.8496  O16 0.965
15 H -1.9345 -0.4145 0.6282  O16 0.989
16 O -2.4783 0.2617 1.1034  H14 0.965, H15 0.989
17 H -2.2850 2.7933 -1.0751  O19 0.968
18 H -2.0328 1.5156 -0.2495  O19 0.972
19 O -1.7398 1.9943 -1.0435  H17 0.968, H18 0.972